[1]
{"formula": "C42H38ClFN5O3PSTa", "method": "wB97M-V/def2-TZVPD", "symbols": ["Ta", "C", "C", "N", "N", "C", "S", "N", "N", "H", "H", "H", "H", "H", "H", "C", "C", "C", "C", "C", "C", "P", "C", "C", "C", "C", "C", "C", "C", "C", "C", "C", "C", "C", "H", "H", "H", "H", "H", "H", "H", "H", "H", "H", "H", "H", "H", "H", "F", "C", "C", "C", "C", "Cl", "C", "C", "C", "O", "C", "C", "O", "O", "H", "H", "H", "H", "H", "H", "H", "H", "C", "C", "C", "C", "C", "C", "N", "C", "C", "C", "C", "C", "C", "H", "H", "H", "H", "H", "H", "H", "H", "H", "H"], "xyz": [[-0.54044, -0.82595, 0.55459], [-6.66151, -1.05624, 0.30693], [-5.48148, -0.71333, 1.12957], [-5.25787, -1.09930, 2.34835], [-4.06340, -0.53978, 2.67115], [-3.53660, 0.17904, 1.68942], [-2.01838, 0.97063, 1.72824], [-4.44537, 0.09465, 0.69762], [-4.23656, 0.63885, -0.55798], [-7.29482, -1.73180, 0.87530], [-6.36290, -1.54517, -0.62078], [-7.23653, -0.16402, 0.05657], [-3.60435, -0.75431, 3.54593], [-5.02015, 1.22435, -0.81757], [-4.07313, -0.08600, -1.25136], [-4.12085, 0.24235, -4.29527], [-3.46724, -0.92188, -3.89919], [-2.30330, -0.84314, -3.15359], [-1.78128, 0.40523, -2.79392], [-2.43292, 1.56155, -3.19634], [-3.60134, 1.47810, -3.94585], [-0.31840, 0.44763, -1.72326], [0.40981, 2.07344, -1.91870], [1.23150, 2.36548, -3.00679], [1.66307, 3.66519, -3.21212], [1.27357, 4.67399, -2.34102], [0.46686, 4.38275, -1.25126], [0.03668, 3.08248, -1.03312], [0.67012, -0.96805, -2.18808], [1.31733, -1.32417, -3.36987], [1.77230, -2.62289, -3.48776], [1.54660, -3.54392, -2.46298], [0.90260, -3.17355, -1.29716], [0.46430, -1.85132, -1.12292], [-5.02274, 0.18201, -4.88998], [-3.85759, -1.89028, -4.18345], [-1.80019, -1.75258, -2.84626], [-2.03938, 2.53433, -2.92829], [-4.09463, 2.38777, -4.26224], [1.52837, 1.58717, -3.69769], [2.30098, 3.89087, -4.05643], [1.61283, 5.68865, -2.50347], [0.17877, 5.16662, -0.56390], [-0.59438, 2.85147, -0.18244], [1.43169, -0.62161, -4.18500], [2.28205, -2.94095, -4.38787], [1.88399, -4.56465, -2.58998], [0.75025, -3.91254, -0.52127], [-2.24142, -1.57884, 0.11155], [4.63972, 2.07846, -1.31196], [4.00658, 3.13101, -0.44973], [4.05369, 4.47206, -0.78423], [3.44091, 5.42390, 0.02097], [3.48243, 7.09579, -0.45720], [2.77034, 5.05471, 1.16556], [2.71704, 3.70914, 1.52017], [3.34482, 2.76237, 0.72690], [3.38284, 1.42352, 1.01784], [2.86131, 1.02775, 2.25913], [1.34553, 0.87901, 2.27090], [0.69622, 0.98075, 3.27677], [0.84334, 0.55130, 1.07612], [5.11001, 2.52728, -2.18530], [3.89332, 1.35560, -1.64946], [5.39538, 1.51870, -0.75931], [4.56510, 4.78577, -1.68503], [2.28826, 5.80037, 1.78200], [2.18183, 3.43784, 2.41962], [3.16826, 1.68870, 3.07104], [3.26374, 0.03518, 2.47216], [-2.26160, -2.68605, 4.98594], [-1.03832, -2.03725, 5.15723], [-0.18256, -1.87181, 4.08854], [-0.54651, -2.35007, 2.82668], [-1.75368, -3.02073, 2.65920], [-2.61314, -3.18421, 3.74240], [0.33282, -2.17078, 1.69361], [1.58541, -2.84822, 1.72501], [1.67765, -4.11915, 2.28462], [2.88341, -4.80455, 2.25598], [4.00275, -4.22954, 1.67366], [3.90879, -2.96270, 1.11497], [2.70830, -2.27268, 1.13626], [-2.92239, -2.82121, 5.83232], [-0.76097, -1.66264, 6.13307], [0.76236, -1.36110, 4.20864], [-2.00583, -3.43540, 1.69248], [-3.54740, -3.71498, 3.61044], [0.80727, -4.57042, 2.74422], [2.94808, -5.79327, 2.69008], [4.94148, -4.76608, 1.65581], [4.77457, -2.50560, 0.65367], [2.63433, -1.29909, 0.66812]], "lowdin_charge": [1.5962, 0.0107, -0.3042, 0.1577, 0.0588, -0.7054, 0.7085, -0.0898, 0.1479, 0.0934, 0.0895, 0.0924, 0.1453, 0.1155, 0.0853, -0.0774, -0.0764, -0.0978, -0.3363, -0.0797, -0.0745, 1.0348, -0.3614, -0.0735, -0.0617, -0.0715, -0.0615, -0.0895, -0.3991, -0.0634, -0.0565, -0.0531, -0.0912, -0.3102, 0.1090, 0.1104, 0.1067, 0.1087, 0.1107, 0.0972, 0.1148, 0.1036, 0.1170, 0.0822, 0.1033, 0.1121, 0.1124, 0.1021, -0.4176, -0.0198, -0.1910, -0.0755, -0.6820, 0.6743, -0.1042, 0.0010, -0.2177, -0.0303, -0.0986, -0.5730, 0.0663, -0.2927, 0.0833, 0.0760, 0.0890, 0.1190, 0.1123, 0.1155, 0.1415, 0.1343, -0.0786, -0.0467, -0.0129, -0.3323, -0.0545, -0.0911, -0.1395, -0.2891, -0.0178, -0.0654, -0.0765, -0.0610, -0.0519, 0.1114, 0.1157, 0.1190, 0.1115, 0.1123, 0.1187, 0.1093, 0.1070, 0.1120, 0.0979], "max_force_ev_per_a": 1.0, "gap_ev": 7.3, "e_tot_ev": -94678.1965, "multiplicity": 1, "relative_energy_kcal_mol": 0.98, "molar_mass_g_mol": 959.2, "charge": 1}

[2]
{"formula": "C42H38CoGeN4O5", "method": "wB97M-V/def2-TZVPD", "symbols": ["Co", "C", "O", "C", "C", "C", "C", "C", "C", "O", "C", "O", "C", "H", "H", "H", "H", "H", "H", "H", "H", "H", "N", "C", "C", "O", "O", "H", "H", "H", "H", "N", "C", "C", "C", "C", "C", "C", "N", "C", "C", "C", "C", "N", "C", "C", "H", "H", "H", "H", "H", "H", "H", "H", "H", "C", "Ge", "C", "C", "C", "C", "C", "C", "C", "C", "C", "C", "C", "C", "C", "C", "C", "C", "C", "C", "H", "H", "H", "H", "H", "H", "H", "H", "H", "H", "H", "H", "H", "H", "H", "H"], "xyz": [[-0.11814, 0.04695, -0.04000], [6.58508, -0.02077, -0.95724], [6.38534, -0.11318, 0.43733], [5.10541, -0.00872, 0.88323], [4.95327, -0.08283, 2.28254], [3.69437, 0.00902, 2.80211], [2.53360, 0.17116, 2.00872], [1.22634, 0.27978, 2.64406], [1.05691, 0.23956, 4.14826], [0.16534, 0.39625, 2.01831], [2.70290, 0.24977, 0.59083], [1.75537, 0.41962, -0.26418], [4.02055, 0.15182, 0.06172], [7.65775, -0.10248, -1.11354], [6.22890, 0.93880, -1.34215], [6.07411, -0.83312, -1.48163], [5.82569, -0.20693, 2.90640], [3.59510, -0.05053, 3.87480], [1.95968, 0.25788, 4.74501], [0.50023, -0.67106, 4.37887], [0.42462, 1.08335, 4.42287], [4.10456, 0.21409, -1.01324], [-0.54453, -0.11985, -2.14868], [-2.01085, -0.12180, -2.24810], [-2.72266, -0.24278, -0.89532], [-3.94047, -0.21774, -0.86953], [-1.96350, -0.41393, 0.14428], [-0.15042, 0.70441, -2.58077], [-0.12287, -0.93742, -2.56954], [-2.35618, -0.96162, -2.84820], [-2.36652, 0.78699, -2.73453], [-2.06676, 6.84968, 0.39923], [-1.98302, 8.19540, 0.12149], [-2.67789, 9.29397, 0.59238], [-2.32223, 10.54035, 0.08285], [-1.30367, 10.66307, -0.86380], [-0.61212, 9.55336, -1.33084], [-0.95158, 8.29635, -0.83565], [-0.43184, 7.06117, -1.13139], [-1.11424, 6.19717, -0.37885], [-0.93824, 4.79487, -0.33396], [0.03959, 4.14639, -1.14209], [0.18129, 2.79500, -1.10078], [-0.58641, 1.96465, -0.33028], [-1.49824, 2.57513, 0.47403], [-1.70364, 3.92212, 0.50251], [-2.70276, 6.40837, 1.03350], [-3.46762, 9.19466, 1.32671], [-2.84363, 11.42467, 0.42667], [-1.04888, 11.64557, -1.24200], [0.17660, 9.65063, -2.06550], [0.67611, 4.73630, -1.78603], [0.96150, 2.31115, -1.67685], [-2.08913, 1.90838, 1.08871], [-2.47031, 4.29267, 1.17086], [0.30628, -1.76697, 0.36041], [-0.47760, -3.45448, -0.05689], [-1.47658, -4.02613, 1.52296], [-1.91981, -5.33580, 1.70599], [-2.62494, -5.70255, 2.84376], [-2.90400, -4.75457, 3.81811], [-2.48087, -3.44564, 3.64629], [-1.77213, -3.08556, 2.50725], [-1.66251, -3.53552, -1.60104], [-3.04423, -3.63949, -1.46859], [-3.86560, -3.70278, -2.58662], [-3.31524, -3.67673, -3.85799], [-1.93791, -3.59158, -4.01033], [-1.12479, -3.52187, -2.88867], [0.96810, -4.71651, -0.46475], [2.30049, -4.31364, -0.40885], [3.33029, -5.20017, -0.70025], [3.04324, -6.50843, -1.05565], [1.72120, -6.92575, -1.12599], [0.69845, -6.03439, -0.83614], [1.08880, -1.86140, 1.11874], [-1.71567, -6.08996, 0.95441], [-2.95824, -6.72581, 2.96777], [-3.45717, -5.03648, 4.70593], [-2.71018, -2.69870, 4.39617], [-1.46398, -2.05452, 2.37014], [-3.49124, -3.64277, -0.48158], [-4.93942, -3.76096, -2.46255], [-3.95636, -3.71985, -4.72952], [-1.49894, -3.57580, -5.00088], [-0.04740, -3.48326, -3.02427], [2.54318, -3.29342, -0.13350], [4.35907, -4.86493, -0.64751], [3.84459, -7.20089, -1.28258], [1.48673, -7.94371, -1.41281], [-0.32742, -6.37478, -0.92455]], "lowdin_charge": [0.5937, -0.0908, -0.0791, -0.2844, -0.0221, -0.0331, -0.0918, -0.3504, 0.0092, -0.0061, -0.3145, -0.1171, 0.0533, 0.0884, 0.0961, 0.0940, 0.1094, 0.0944, 0.0559, 0.0917, 0.0931, 0.1098, 0.0251, -0.1224, -0.6282, 0.0386, -0.1234, 0.0777, 0.0843, 0.1014, 0.1273, 0.1452, -0.2113, -0.0504, -0.1368, -0.1335, -0.0423, -0.2578, 0.1419, -0.2987, -0.1795, -0.0349, -0.1554, -0.0610, -0.1367, -0.0380, 0.1328, 0.0963, 0.0835, 0.0850, 0.0981, 0.0963, 0.0918, 0.1082, 0.0861, -0.1629, 0.9347, -0.2617, -0.1095, -0.1020, -0.1060, -0.0871, -0.0913, -0.2752, -0.0931, -0.0804, -0.0999, -0.1019, -0.1345, -0.2635, -0.1020, -0.0951, -0.1070, -0.0991, -0.1141, 0.0047, 0.0868, 0.0948, 0.0945, 0.0991, 0.0875, 0.1078, 0.1035, 0.0970, 0.0978, 0.1022, 0.0868, 0.0972, 0.0946, 0.0961, 0.0926], "max_force_ev_per_a": 0.4, "s2": 6.066, "gap_ev": [4.5, 7.4], "e_tot_ev": -154512.7440, "multiplicity": 5, "relative_energy_kcal_mol": 29.98, "molar_mass_g_mol": 810.3, "charge": -1}

[3]
{"formula": "C42H39Cl2CoNO6P2S2", "method": "wB97M-V/def2-TZVPD", "symbols": ["Co", "Cl", "C", "C", "C", "Cl", "C", "O", "C", "C", "O", "C", "H", "H", "H", "C", "P", "C", "C", "C", "C", "C", "C", "C", "C", "C", "C", "C", "C", "P", "C", "C", "C", "C", "C", "C", "C", "C", "C", "C", "C", "C", "H", "H", "H", "H", "H", "H", "H", "H", "H", "H", "H", "H", "H", "H", "H", "H", "H", "H", "H", "H", "H", "H", "O", "S", "C", "C", "C", "C", "H", "H", "H", "H", "H", "H", "H", "H", "N", "C", "C", "C", "C", "C", "C", "S", "O", "O", "O", "H", "H", "H", "H", "H", "H"], "xyz": [[-0.14587, -0.93633, -1.52852], [-5.22985, -2.76503, -6.42570], [-3.88255, -2.57786, -5.34645], [-2.70824, -3.30259, -5.58912], [-1.63524, -3.18589, -4.74596], [-0.18621, -4.08557, -5.05945], [-1.65891, -2.34623, -3.59802], [-0.63923, -2.31568, -2.80255], [-2.85558, -1.61317, -3.39811], [-2.98414, -0.68003, -2.31094], [-2.12661, -0.42068, -1.46850], [-3.95118, -1.73792, -4.27394], [-2.64683, -3.95316, -6.45180], [-3.94207, -0.14352, -2.23990], [-4.84940, -1.16158, -4.08640], [1.72621, -0.60156, 1.15700], [0.60065, 0.42106, 0.16171], [-0.76108, 0.91710, 1.25380], [-1.79754, 0.00006, 1.44973], [-2.85308, 0.29842, 2.29489], [-2.89276, 1.52819, 2.94175], [-1.87510, 2.44718, 2.74354], [-0.80930, 2.14452, 1.90682], [1.54204, 1.89751, -0.27166], [2.92564, 1.81000, -0.43508], [3.65567, 2.92697, -0.81845], [3.01183, 4.13440, -1.05080], [1.63276, 4.22218, -0.92182], [0.89974, 3.10495, -0.55077], [2.52634, -0.19516, 2.79546], [1.61559, -1.31053, 3.93352], [2.24217, -1.56309, 5.15743], [1.64510, -2.37166, 6.11291], [0.41045, -2.95554, 5.85727], [-0.22129, -2.71597, 4.64724], [0.37667, -1.89815, 3.69466], [1.89252, 1.43552, 3.36342], [2.57848, 2.57585, 2.93957], [2.17797, 3.84149, 3.34121], [1.11665, 3.98132, 4.22781], [0.46632, 2.85226, 4.70496], [0.84411, 1.58898, 4.26847], [2.54407, -0.86330, 0.48048], [1.19612, -1.54156, 1.29451], [-1.77887, -0.94698, 0.92625], [-3.65449, -0.41677, 2.43435], [-3.71800, 1.76890, 3.59955], [-1.89914, 3.40434, 3.24885], [-0.01110, 2.86426, 1.77960], [3.44788, 0.88111, -0.23452], [4.73083, 2.85280, -0.92903], [3.56658, 5.00541, -1.37680], [1.13170, 5.15424, -1.15576], [-0.17770, 3.18184, -0.47839], [3.21026, -1.11784, 5.35970], [2.14607, -2.55186, 7.05548], [-0.05649, -3.59025, 6.59951], [-1.19347, -3.15208, 4.44731], [-0.15867, -1.69334, 2.77753], [3.43568, 2.47302, 2.28726], [2.70343, 4.71462, 2.97555], [0.80952, 4.96640, 4.55616], [-0.34989, 2.95341, 5.41005], [0.30494, 0.72143, 4.62928], [-0.14497, -2.48957, -0.19005], [-1.24609, -3.54319, -0.40477], [-0.46122, -4.96174, -1.20176], [-0.87064, -6.17966, -0.38413], [-0.73036, -5.75956, 1.07943], [-1.38830, -4.38366, 1.19647], [0.60838, -4.75044, -1.13779], [-0.75726, -4.98115, -2.24741], [-0.24946, -7.03981, -0.63077], [-1.90681, -6.45179, -0.60228], [0.32430, -5.69214, 1.34982], [-1.20026, -6.47358, 1.75431], [-0.91785, -3.71799, 1.92047], [-2.45379, -4.44903, 1.41823], [0.89981, -0.17192, -3.10526], [0.79333, 1.24281, -3.43795], [-0.45239, 1.84461, -3.39453], [-0.56660, 3.20267, -3.65024], [0.56995, 3.95354, -3.92254], [1.80727, 3.32485, -4.01727], [1.91969, 1.96592, -3.78031], [0.47931, 5.73472, -4.05734], [-0.79209, 6.05527, -3.42476], [1.64769, 6.16372, -3.29489], [0.54972, 6.00565, -5.47900], [0.46275, -0.73398, -3.83062], [1.87407, -0.45758, -3.08565], [-1.31975, 1.26006, -3.11046], [-1.51512, 3.71845, -3.56359], [2.68348, 3.92902, -4.21704], [2.88906, 1.47664, -3.81445]], "lowdin_charge": [0.4179, 0.6764, -0.6638, -0.1059, -0.5703, 0.7193, -0.3707, -0.2151, -0.1176, -0.1477, -0.0492, -0.0540, 0.1125, 0.1466, 0.1208, -0.4930, 1.0454, -0.3108, -0.1164, -0.0697, -0.0654, -0.0727, -0.0928, -0.3575, -0.1229, -0.0787, -0.0576, -0.0508, -0.0852, 1.0627, -0.4017, -0.1081, -0.0789, -0.0860, -0.0869, -0.1066, -0.3848, -0.1135, -0.0722, -0.0799, -0.1032, -0.1020, 0.0334, 0.0065, 0.0696, 0.1042, 0.1063, 0.1113, 0.0949, 0.0916, 0.1066, 0.1174, 0.1096, 0.1163, 0.1011, 0.1048, 0.1030, 0.1004, 0.0688, 0.0936, 0.1093, 0.1069, 0.1096, 0.1069, -0.5839, 1.0386, -0.2940, -0.2227, -0.2147, -0.2879, 0.1145, 0.0692, 0.1205, 0.1190, 0.1210, 0.1166, 0.0687, 0.0957, 0.0642, -0.2974, -0.0320, -0.0392, -0.2597, -0.0481, -0.0341, 0.4002, -0.3618, -0.3661, -0.3391, 0.1041, 0.1162, 0.0932, 0.1158, 0.1251, 0.1156], "max_force_ev_per_a": 0.9, "s2": 0.835, "gap_ev": [6.5, 6.5], "e_tot_ev": -160882.6808, "multiplicity": 2, "relative_energy_kcal_mol": 9.50, "molar_mass_g_mol": 909.7}

Look up the multiplicity of the first one. 1